(1)
# C23H28N5O4ReS

A structure of composition C23H28N5O4ReS (ωB97M-V/def2-TZVPD, the Open Molecules 2025 dataset).

XYZ file:
```
62
Properties=species:S:1:pos:R:3:mulliken_charge:R:1
Re -0.55 1.18 -0.34 1.7930
S -2.77 1.18 -1.70 1.1837
O -0.46 -0.90 0.20 -0.8477
O 2.56 -0.63 -0.15 0.3661
O -3.47 1.81 -2.75 -0.6413
O -1.46 0.53 -2.08 -0.7645
N -1.29 1.87 1.46 -0.3065
N -6.24 -3.06 0.44 -0.4772
N -2.22 2.24 -0.56 -0.5496
N 1.19 -2.27 1.02 0.3527
N -3.60 2.35 1.43 -0.4013
C 3.17 3.02 0.30 -0.2196
C -1.26 1.93 2.79 0.0654
C -3.35 -1.40 -1.07 -0.2787
C 3.77 3.60 -2.36 -0.7607
C -2.46 2.16 0.82 0.3012
C 4.26 3.81 -0.01 -0.7904
C 3.04 -2.71 -1.49 -1.3657
C 1.46 -3.65 1.50 -1.0963
C 4.85 -1.04 -0.88 -1.4630
C -4.99 0.27 -0.41 -0.5914
C -3.74 -0.06 -0.94 -0.0355
C 2.20 -1.26 1.12 -0.9467
C 2.36 2.51 -0.72 1.4985
C 3.41 -1.27 -1.26 0.7678
C -4.19 -2.40 -0.62 -1.0030
C 1.17 1.76 -0.44 -0.6600
C -2.40 2.22 3.49 -0.7522
C -0.07 -1.97 0.67 -0.5169
C -5.82 -0.73 0.05 -0.8040
C 2.68 2.80 -2.06 -0.1659
C 4.56 4.10 -1.33 -0.4176
C -3.57 2.39 2.76 -0.2204
C -5.43 -2.08 -0.04 1.1244
H 3.57 -3.04 -2.39 0.5165
H 3.13 -0.66 -2.11 0.3365
H 0.99 -3.82 2.46 0.3632
H -2.39 2.31 4.57 0.4178
H 4.00 3.84 -3.39 0.4376
H 1.87 -0.42 1.71 0.2654
H 5.47 -1.28 -1.75 0.4714
H 2.53 -3.80 1.60 0.4151
H -7.19 -2.84 0.70 0.2227
H -6.79 -0.47 0.46 0.3253
H 5.41 4.73 -1.57 0.4444
H 3.37 -3.36 -0.67 0.2658
H 1.97 -2.85 -1.67 0.3118
H 3.10 -1.69 1.53 0.4990
H 5.17 -1.68 -0.06 0.3668
H -0.77 -2.80 0.75 0.5402
H 5.03 0.01 -0.62 0.3465
H 2.92 2.79 1.33 0.4653
H -2.42 -1.64 -1.55 0.7172
H 1.80 -0.05 -0.49 -0.4782
H -5.32 1.30 -0.37 0.5012
H -3.91 -3.44 -0.75 0.3409
H 2.04 2.41 -2.85 0.5274
H 4.88 4.21 0.79 0.4365
H 1.08 -4.38 0.78 0.4067
H -6.04 -4.02 0.23 0.2173
H -4.53 2.57 3.25 0.4520
H -0.30 1.76 3.27 0.4910
```

Energy above the lowest of the compared OMol25 structures with the same formula, charge and spin, kJ/mol: 179.9
2S+1: 1
Highest occupied orbital energy, eV: -13.32
Orbital gap, eV: 7.468
Total charge: +2

---

(2)
# C18H16Br2N5O2PtS2

A structure of composition C18H16Br2N5O2PtS2 (ωB97M-V/def2-TZVPD, the Open Molecules 2025 dataset).

XYZ file:
```
46
Properties=species:S:1:pos:R:3:mulliken_spin:R:1
Pt -1.23 0.12 1.04 1.1359
Br 3.71 1.59 0.44 0.0006
Br 4.71 -1.26 5.24 0.0008
S -3.19 -0.63 2.21 0.3884
S -2.71 0.48 -0.80 0.3615
O 0.84 0.94 1.21 0.0249
O -0.12 1.45 -1.25 0.0064
N -0.05 -0.98 2.88 0.0466
N -6.08 -0.10 -2.04 0.0016
N 0.26 1.96 -3.44 -0.0005
N -6.67 -1.59 1.79 0.0139
N 0.52 -0.23 -2.70 -0.0036
C 0.20 1.07 -2.37 -0.0023
C -5.69 -1.11 1.44 -0.0387
C -0.23 3.30 -3.16 0.0001
C 1.41 1.94 -4.33 -0.0001
C -4.24 -0.09 -0.24 0.0049
C 1.24 -0.60 2.96 -0.0321
C -0.01 -0.82 -3.92 0.0002
C 3.07 0.54 1.89 0.0158
C 0.20 -2.14 4.95 0.0004
C -0.56 -1.72 3.84 0.0050
C 1.54 -1.86 5.00 0.0105
C 2.12 -1.07 3.97 0.0022
C 3.48 -0.72 3.88 0.0104
C -4.44 -0.56 1.03 0.0491
C 0.65 -1.17 -1.60 0.0230
C 1.68 0.34 1.95 0.0102
C 3.95 0.04 2.84 -0.0043
C -5.28 -0.10 -1.21 -0.0276
H 0.50 3.89 -2.59 0.0003
H -0.32 -1.41 -1.14 -0.0018
H -1.60 -2.00 3.74 0.0029
H -0.32 -0.04 -4.61 -0.0014
H -0.89 -1.44 -3.69 0.0015
H 1.11 -2.08 -1.96 -0.0003
H -1.15 3.23 -2.59 0.0012
H 0.74 -1.45 -4.40 0.0002
H -0.28 -2.70 5.73 -0.0010
H 1.10 2.16 -5.35 -0.0001
H 2.14 2.70 -4.02 0.0000
H 2.15 -2.22 5.81 0.0011
H 5.00 0.28 2.77 0.0000
H -0.42 3.80 -4.11 -0.0001
H 1.28 -0.73 -0.83 -0.0057
H 1.89 0.97 -4.30 0.0000
```

2S+1: 3
Highest occupied orbital energy (alpha / beta), eV: -4.08 / -5.06
Orbital gap (alpha / beta), eV: 6.367 / 6.119
Total charge: -1